Formula: C40H111N9O11
Source: OMol25
Level of theory: wB97M-V/def2-TZVPD

```
171
Properties=species:S:1:pos:R:3:forces:R:3:lowdin_charge:R:1
C 3.7943 -0.7375 -0.7447 0.877 0.021 -1.401 -0.1203
O 3.0365 -1.6755 -0.0272 0.140 0.332 -0.853 -0.1816
C 3.6574 -2.0078 1.1800 -2.067 -0.325 0.625 -0.2012
C 2.7977 -3.0661 1.8692 -0.134 0.837 -0.591 -0.4190
C 3.1830 -3.1649 3.3190 0.051 -0.597 0.494 -0.0394
N 2.6833 -4.3686 1.2138 1.104 -1.331 1.330 0.0497
H 4.7360 -1.1699 -1.1444 -0.127 -0.073 0.553 0.0939
H 4.0780 0.2174 -0.2657 -0.404 -0.442 0.501 0.0934
H 3.2762 -0.4774 -1.6593 -0.564 0.132 -0.057 0.0640
H 4.6493 -2.3230 1.0381 1.671 -0.319 -0.165 0.1223
H 3.5401 -1.1419 1.8096 0.662 0.518 0.532 0.0944
H 1.8354 -2.5705 1.8485 -0.738 -0.172 -0.114 0.1184
H 4.1671 -3.6134 3.3984 0.244 -0.339 0.228 0.0875
H 2.4571 -3.7180 3.9252 0.178 -0.243 -0.315 0.0869
H 3.2574 -2.1984 3.7966 -0.006 0.466 -0.188 0.0517
H 3.4260 -5.0331 1.5671 -1.090 1.091 -0.726 0.1206
H 2.6569 -4.4026 0.2030 0.094 0.473 0.085 0.0840
C 0.9369 0.7850 1.0641 -0.070 -2.010 -1.125 -0.0899
O -0.2596 0.8021 0.2837 0.055 -0.047 0.424 -0.1763
C -0.2555 -0.3502 -0.5705 0.418 0.950 0.098 -0.1936
C -0.8375 -1.5845 0.0660 0.536 -0.217 -1.045 -0.4254
C -0.7238 -2.7930 -0.8652 0.623 -1.210 0.211 -0.0500
N -2.2203 -1.2893 0.1883 -0.134 0.969 -0.037 0.0945
H 1.8134 0.9813 0.4083 -0.321 0.174 0.437 0.0862
H 1.0676 -0.2525 1.4651 0.161 0.825 -0.025 0.0880
H 0.8577 1.4445 1.8827 -0.086 0.950 0.724 0.0467
H -0.7626 -0.0452 -1.4864 -0.299 -0.332 0.041 0.1168
H 0.7703 -0.5128 -0.7715 1.296 -0.500 -0.754 0.0868
H -0.2644 -1.7731 0.9987 -0.405 -0.113 -0.120 0.1291
H -1.2404 -2.6526 -1.8130 0.170 0.463 -0.199 0.0596
H -1.2878 -3.6345 -0.4306 0.228 0.178 0.130 0.0666
H 0.3150 -3.1929 -1.0557 -0.942 0.711 0.311 0.0884
H -2.7882 -2.0503 0.4177 -0.915 -1.362 0.435 0.0336
H -2.3567 -0.5714 0.8666 -0.415 0.650 0.550 0.0503
C 0.9079 -1.9390 -3.8526 2.196 -0.651 -0.466 -0.1137
O 0.5199 -2.2095 -5.2039 -0.625 -0.294 1.501 -0.2055
C -0.9281 -2.4298 -5.2629 2.314 0.805 0.776 -0.1826
C -1.2686 -3.8843 -5.0015 -0.487 0.163 -1.160 -0.4202
C -0.5997 -4.7223 -6.1029 -0.550 1.432 0.160 -0.0493
N -2.7369 -3.9449 -5.1370 0.160 -1.191 0.317 0.0369
H 0.4448 -1.0200 -3.5166 -0.056 0.270 0.268 0.0436
H 2.0415 -1.8196 -3.8946 -1.373 0.120 0.158 0.1059
H 0.7367 -2.7392 -3.0866 -0.227 0.415 -0.990 0.0684
H -1.3504 -1.7412 -4.5190 -0.474 -0.215 -0.107 0.1009
H -1.0926 -2.0464 -6.2508 -1.048 -0.387 -0.642 0.1251
H -0.9095 -4.1871 -4.0010 -0.002 0.148 -0.258 0.1328
H -1.0105 -4.4529 -7.0743 -0.245 -0.013 0.003 0.0865
H -0.7051 -5.7502 -5.9497 -0.379 -1.730 0.262 0.0510
H 0.4420 -4.5149 -6.1503 0.977 0.238 0.129 0.0620
H -3.1402 -3.2674 -4.5051 -0.313 0.151 0.296 0.0244
H -3.0791 -4.8827 -4.8556 0.244 0.885 -0.260 0.0849
C 1.2223 4.2556 -0.2654 1.072 -1.279 -0.918 -0.0787
O 2.4369 4.8833 0.0751 -1.219 0.621 0.641 -0.1693
C 3.4577 3.9633 0.1589 0.870 -0.664 -1.499 -0.2747
C 4.6462 4.5871 0.8324 0.211 -0.249 1.070 -0.3824
C 5.8466 3.5994 0.8981 -0.809 0.804 0.210 -0.0472
N 4.1058 4.9179 2.2171 0.177 0.376 -1.644 0.0468
H 0.7822 3.6503 0.5196 0.040 -0.005 0.440 0.0829
H 1.3626 3.5764 -1.1490 0.025 0.365 0.535 0.0859
H 0.5787 5.0119 -0.5761 -1.344 1.276 -0.323 0.0704
H 3.1595 3.0692 0.7123 -0.085 -0.116 0.058 0.0989
H 3.6556 3.7009 -0.9068 0.468 -0.456 0.528 0.1398
H 4.9991 5.4273 0.2012 -0.373 0.122 0.614 0.1399
H 6.0731 3.3209 -0.1166 0.155 -0.273 -0.481 0.0665
H 5.5766 2.7030 1.4534 0.128 -0.027 0.166 0.0588
H 6.7571 4.0670 1.2999 -0.398 -0.137 0.134 0.0797
H 3.4209 5.6941 2.1359 0.740 -0.725 0.056 0.0875
H 4.8601 5.2052 2.8095 0.346 0.359 0.339 0.0580
C 3.7413 1.1578 3.2279 -0.073 1.202 0.601 -0.0941
O 2.6013 0.5201 3.8030 -0.097 0.631 -2.071 -0.2165
C 2.7281 0.1997 5.1251 0.416 0.014 1.912 -0.2632
C 1.4648 -0.4586 5.6894 0.035 0.649 -0.911 -0.4224
C 0.1455 0.2714 5.3420 1.290 0.615 -0.415 -0.0430
N 1.6711 -0.6779 7.1172 0.180 -0.303 -0.513 0.0461
H 4.5130 0.4459 2.9477 0.197 -0.175 0.168 0.0804
H 4.1582 1.9497 3.9080 -0.213 -0.845 -0.223 0.1070
H 3.4750 1.7500 2.3382 -0.400 -0.574 0.201 0.0595
H 3.5109 -0.5577 5.2744 0.277 0.273 0.133 0.1216
H 2.9904 1.1061 5.7145 -0.018 -0.271 -0.073 0.1301
H 1.4922 -1.4056 5.1397 -0.510 -0.325 0.484 0.1217
H -0.6538 -0.3112 5.7760 -0.528 0.039 -0.177 0.0712
H 0.0588 0.4267 4.2448 -0.209 -0.480 0.600 0.0744
H 0.1536 1.2961 5.7586 -0.037 -0.508 0.168 0.0615
H 0.9038 -1.2283 7.4658 -0.105 -0.093 0.323 0.0675
H 1.7073 0.1922 7.6347 -0.118 0.051 -0.108 0.0739
C -4.8024 -4.0069 0.2569 0.765 -1.279 -1.554 -0.0971
O -4.5805 -2.9914 -0.6815 -0.356 0.751 -0.211 -0.2382
C -5.4922 -3.0032 -1.7742 0.426 0.717 0.273 -0.1927
C -5.2994 -1.6796 -2.4914 -0.787 0.883 0.113 -0.4416
C -6.1279 -1.5498 -3.7663 0.314 -0.796 0.218 -0.0500
N -3.9121 -1.4409 -2.8451 1.109 -0.911 0.857 0.0716
H -4.2842 -3.7652 1.1925 -0.330 -0.112 -0.200 0.0832
H -4.3666 -4.9253 -0.2358 -0.350 0.308 1.063 0.1072
H -5.8719 -4.1702 0.3350 -0.259 -0.075 0.701 0.0780
H -5.3707 -3.8413 -2.4317 0.737 -0.770 -0.550 0.1190
H -6.5165 -3.1241 -1.4284 -0.354 0.370 0.332 0.1181
H -5.6556 -0.9226 -1.7811 -0.010 0.050 0.067 0.1114
H -5.7215 -2.3117 -4.4247 -0.112 -0.031 -0.498 0.0711
H -5.9782 -0.5801 -4.2216 0.028 0.237 -0.079 0.0740
H -7.1927 -1.7336 -3.6472 -0.118 0.056 0.216 0.0762
H -3.7293 -0.4665 -3.0214 -0.194 0.395 -0.394 0.0470
H -3.3050 -1.6332 -2.0283 -0.545 0.028 -0.400 0.0530
C 2.4058 1.8191 -3.8142 0.461 -0.950 1.495 -0.0794
O 3.8024 1.4381 -3.6280 -1.642 0.243 -0.416 -0.1978
C 4.5031 1.4897 -4.8476 -1.139 -1.901 -0.826 -0.2545
C 5.8230 0.8198 -4.6457 2.003 1.265 0.341 -0.4864
C 6.6102 1.0360 -5.9399 1.153 0.339 -0.849 -0.0778
N 5.8488 -0.5534 -4.2603 -0.146 -0.256 0.811 0.0589
H 1.8106 1.1687 -4.5044 0.799 0.320 0.394 0.0918
H 2.3995 2.8368 -4.1249 -0.264 0.915 -0.594 0.0726
H 1.9365 1.7995 -2.7977 0.359 -0.193 -0.806 0.0810
H 3.9450 0.8875 -5.6370 0.315 0.644 0.663 0.1491
H 4.6652 2.4770 -5.2562 -0.219 0.668 0.204 0.1182
H 6.3085 1.4048 -3.8257 -0.088 -0.314 -0.455 0.1496
H 6.6143 2.1088 -6.1650 -0.241 -0.095 -0.091 0.0686
H 6.0979 0.5329 -6.7857 0.281 0.150 0.370 0.0841
H 7.7219 0.8002 -6.0140 -1.498 -0.307 0.692 0.0987
H 5.1984 -0.7706 -3.5040 0.125 0.072 -0.478 0.0595
H 5.6968 -1.1288 -5.0594 -0.334 -0.671 -0.368 0.0634
C -7.6931 -0.5856 1.1014 -0.492 -0.080 -0.792 -0.1099
O -6.7435 0.3505 1.5641 -0.226 -0.314 -0.241 -0.1826
C -5.7310 0.6579 0.6096 0.165 -0.537 0.792 -0.2143
C -4.6972 1.5097 1.3085 1.063 -1.119 -0.701 -0.3988
C -3.6774 1.9593 0.2561 -0.048 1.128 1.133 -0.0693
N -3.9527 0.7265 2.3769 -1.349 0.891 -1.250 0.0649
H -7.2381 -1.4349 0.5455 0.025 0.479 0.229 0.0799
H -8.4526 -0.1103 0.4370 0.528 -0.166 0.190 0.0950
H -8.2555 -1.0158 1.9281 0.222 0.180 0.293 0.0814
H -5.3150 -0.2944 0.2192 0.119 0.458 0.193 0.1145
H -6.0753 1.2549 -0.2316 -0.582 -0.004 -0.259 0.1295
H -5.2157 2.3725 1.7095 -0.105 0.242 0.327 0.1313
H -2.7330 2.0532 0.7995 0.102 0.395 -0.438 0.0521
H -3.9763 2.9052 -0.2271 0.250 -0.276 0.258 0.0915
H -3.5069 1.2367 -0.4992 0.040 -0.962 -0.761 0.0453
H -4.7178 0.3504 2.9266 0.197 -0.203 0.480 0.0631
H -3.5272 1.4681 2.9177 0.263 -0.192 0.488 0.0492
C 1.3962 3.6220 4.0366 -1.779 -1.053 0.609 -0.0835
O 0.1887 4.4056 4.0625 0.079 -1.290 0.920 -0.1972
C -0.9154 3.7383 4.7421 1.792 0.506 -0.249 -0.2022
C -2.1237 4.5481 4.3590 -0.724 -0.728 -0.053 -0.4508
C -2.3983 4.5303 2.8255 0.107 -0.422 0.317 -0.0399
N -2.1263 5.8992 4.8734 0.131 0.934 0.718 0.0289
H 2.1184 4.2299 3.5474 0.760 0.075 -0.368 0.0489
H 1.2037 2.6385 3.5369 0.264 0.847 -0.095 0.0664
H 1.7135 3.2942 5.0484 0.018 0.600 -0.155 0.0896
H -0.9522 2.6776 4.4717 -0.260 0.100 -0.607 0.0931
H -0.7488 3.6764 5.8482 -0.036 0.585 -0.516 0.1287
H -2.9521 4.0670 4.9004 -0.160 -0.110 -0.422 0.1339
H -1.6753 5.1469 2.2763 -0.090 -0.092 0.280 0.0749
H -3.3936 4.9419 2.6650 -0.021 0.011 -0.128 0.0722
H -2.3562 3.5107 2.3587 0.005 0.791 0.692 0.0622
H -1.9405 5.9306 5.8882 -0.186 -0.171 -0.809 0.0841
H -1.4557 6.5318 4.4435 0.015 -0.464 -0.119 0.0745
C -1.4100 2.6710 -3.2878 -0.129 -0.773 -0.369 -0.0521
C -1.2781 1.4207 -4.1325 -1.067 -0.326 0.892 -0.3000
O -2.6265 0.9606 -4.3403 0.150 -0.231 -0.612 -0.1008
H -0.4701 3.0776 -3.0393 1.464 0.308 0.389 0.0379
H -1.8779 2.3684 -2.3453 -0.335 0.453 -0.246 0.0778
H -1.8931 3.4595 -3.8482 -0.701 0.027 0.148 0.0819
H -0.7336 0.6550 -3.5873 0.172 -0.139 0.243 0.0639
H -0.7780 1.5190 -5.0665 0.418 0.556 -0.897 0.1036
H -2.6523 0.3958 -5.1313 0.012 0.188 0.477 0.0882
C -1.3977 -4.2210 3.5929 -1.031 -0.104 0.395 -0.1068
C -0.7841 -4.9890 2.4325 0.038 0.781 0.514 -0.3327
O 0.5188 -5.3752 2.8589 0.541 0.139 -1.187 -0.1267
H -0.7305 -3.3848 3.9067 -0.679 -0.503 -0.194 0.0722
H -1.5906 -4.9145 4.4506 0.477 0.601 -0.535 0.0810
H -2.4198 -3.8788 3.2897 0.793 0.202 0.271 0.0662
H -0.7540 -4.2957 1.5504 0.067 -0.851 0.480 0.0916
H -1.4557 -5.8560 2.2503 0.669 0.255 -0.343 0.1114
H 1.2074 -5.0432 2.2072 -0.837 -0.524 0.570 0.0401
```
Positions in Å, forces in eV/Å.

Output
2S+1   1
HOMO-LUMO gap   9.4 eV
Structure (SMILES)   COC[C@H](C)N.COC[C@H](C)N.COC[C@H](C)N.COC[C@H](C)N.COC[C@H](C)N.COC[C@H](C)N.COC[C@H](C)N.COC[C@H](C)N.COC[C@H](C)N.CCO.CCO
HOMO energy   -8.75 eV
LUMO energy   0.0245 hartree
Total charge   0
Max |F|   2.570 eV/A
ΔE to the lowest compared entry with this formula, charge and spin   2.3969 eV
M   894.4 g mol⁻¹